(1)
{"formula": "C4H11N3O", "method": "ωB97M-V/def2-TZVPD", "species": ["C", "C", "C", "C", "H", "H", "H", "H", "H", "H", "H", "H", "H", "H", "H", "N", "N", "N", "O"], "positions_angstrom": [[1.423, 0.374, -0.722], [0.897, 0.612, 0.731], [-0.754, 0.256, 0.727], [-1.590, 0.916, -0.298], [2.441, -0.783, -1.562], [3.140, -0.921, -0.322], [2.154, 1.143, -1.188], [0.647, 0.562, -1.504], [1.025, 1.791, 0.872], [1.514, 0.065, 1.473], [-1.366, 0.535, 1.734], [-0.236, -1.379, -0.062], [-0.443, -1.557, 1.513], [-1.487, 2.101, -0.101], [-2.257, -1.285, -0.180], [1.889, -0.930, -0.671], [-0.858, -1.181, 0.692], [-2.930, 0.549, -0.589], [-3.210, -0.869, -0.545]], "lowdin_charge": [-0.428, -0.122, -0.400, -0.152, 0.064, 0.212, 0.130, 0.115, 0.127, 0.098, 0.182, 0.057, 0.094, 0.144, 0.095, -0.073, 0.019, 0.002, -0.163], "lumo_ev": 0.331, "de_lowest_kj_mol": 746.2, "orbital_gap_ev": 9.1, "homo_energy_ev": -8.79}

(2)
{"formula": "C4H5NO2", "method": "ωB97M-V/def2-TZVPD", "species": ["C", "C", "C", "C", "N", "O", "O", "H", "H", "H", "H", "H"], "positions_angstrom": [[0.049, -0.274, -0.793], [-1.248, 0.008, -1.291], [-2.182, 0.429, 0.934], [1.919, -0.046, 0.639], [0.431, -0.118, 0.420], [-2.231, 0.740, 2.030], [-2.250, 0.286, -0.248], [0.694, -0.477, -1.641], [-1.932, -0.486, -2.061], [2.433, -0.993, 0.501], [2.449, 0.567, -0.123], [1.867, 0.364, 1.633]], "lowdin_charge": [-0.300, -0.085, -0.240, -0.127, -0.070, 0.292, 0.125, 0.110, 0.106, 0.059, 0.073, 0.056], "lumo_ev": 0.362, "de_lowest_kj_mol": 461.8, "orbital_gap_ev": 7.7, "homo_energy_ev": -7.31}

(3)
{"formula": "C4H14N3", "method": "ωB97M-V/def2-TZVPD", "species": ["C", "C", "C", "C", "N", "N", "N", "H", "H", "H", "H", "H", "H", "H", "H", "H", "H", "H", "H", "H", "H"], "positions_angstrom": [[1.845, 0.792, 0.343], [-1.308, -0.973, -1.007], [-0.401, -1.126, 1.236], [0.433, 0.682, -0.265], [0.519, 0.990, -1.604], [-0.636, 1.448, 0.578], [-0.155, -0.762, -0.128], [2.192, 1.880, 0.317], [1.961, 0.615, 1.406], [2.466, 0.111, -0.159], [-1.162, -0.587, -1.993], [-1.352, -2.023, -1.182], [-2.305, -0.502, -0.596], [-0.352, -2.193, 1.430], [0.245, -0.610, 1.875], [-1.336, -0.706, 1.435], [1.171, 1.782, -1.898], [-0.398, 1.393, -1.869], [-0.853, 2.316, 0.343], [-0.395, 1.475, 1.524], [0.645, -1.239, -0.562]], "lowdin_charge": [-0.001, -0.007, -0.006, -0.548, 0.094, 0.143, -0.144, 0.133, 0.080, 0.073, 0.081, 0.100, 0.161, 0.130, 0.077, 0.085, 0.156, 0.116, 0.026, 0.063, 0.187], "lumo_ev": -2.790, "de_lowest_kj_mol": 197.1, "orbital_gap_ev": 11.4, "homo_energy_ev": -14.23, "smiles": "C[NH+](C)C(C)(N)N", "total_charge": 1}

(4)
{"formula": "C21H24MnN2OP2S", "method": "ωB97M-V/def2-TZVPD", "species": ["C", "C", "C", "C", "C", "C", "C", "C", "C", "C", "C", "C", "C", "H", "H", "H", "H", "H", "H", "H", "N", "Mn", "C", "H", "H", "C", "H", "H", "P", "P", "C", "H", "H", "H", "C", "H", "H", "H", "C", "H", "H", "H", "C", "H", "H", "H", "C", "O", "H", "S", "C", "N"], "positions_angstrom": [[-1.467, 3.386, -1.733], [-1.264, 2.030, -1.513], [-0.016, 1.447, -1.869], [1.066, 2.273, -2.362], [0.813, 3.659, -2.560], [-0.436, 4.201, -2.253], [2.305, 1.659, -2.568], [2.478, 0.294, -2.318], [1.337, -0.451, -1.824], [1.462, -1.825, -1.469], [2.686, -2.458, -1.642], [3.811, -1.756, -2.139], [3.711, -0.403, -2.470], [-2.430, 3.836, -1.493], [1.635, 4.279, -2.941], [-0.617, 5.270, -2.416], [3.157, 2.253, -2.894], [2.787, -3.517, -1.404], [4.768, -2.280, -2.273], [4.578, 0.166, -2.834], [0.138, 0.130, -1.647], [-0.225, -0.244, 2.100], [-2.266, 1.149, -0.834], [-2.230, 0.146, -1.276], [-3.286, 1.550, -0.916], [0.265, -2.494, -0.858], [-0.644, -2.111, -1.344], [0.333, -3.589, -0.955], [-1.857, 0.877, 0.980], [0.020, -2.116, 0.960], [1.308, -3.227, 1.659], [1.213, -3.241, 2.754], [1.201, -4.244, 1.250], [2.299, -2.826, 1.411], [-1.512, -3.113, 1.249], [-1.347, -4.152, 0.925], [-1.767, -3.089, 2.319], [-2.348, -2.678, 0.684], [-2.182, 2.569, 1.638], [-3.141, 2.968, 1.269], [-2.184, 2.539, 2.736], [-1.366, 3.224, 1.309], [-3.454, 0.059, 1.485], [-3.515, -0.060, 2.577], [-4.314, 0.659, 1.149], [-3.519, -0.940, 1.034], [1.644, 0.052, 2.119], [2.713, -0.221, 2.513], [0.748, 0.483, 1.034], [-1.359, -0.033, 4.084], [-0.208, -0.042, 5.302], [0.477, -0.051, 6.264]], "lowdin_charge": [-0.024, -0.232, -0.178, -0.133, -0.011, -0.049, 0.068, -0.133, -0.183, -0.224, -0.023, -0.049, -0.011, 0.122, 0.124, 0.117, 0.135, 0.121, 0.118, 0.124, 0.136, 0.061, -0.258, 0.085, 0.106, -0.254, 0.088, 0.106, 0.827, 0.823, -0.225, 0.063, 0.065, 0.046, -0.227, 0.065, 0.055, 0.034, -0.233, 0.066, 0.035, 0.050, -0.250, 0.010, 0.064, 0.030, -0.192, 0.174, 0.067, 0.614, -0.789, 0.078], "multiplicity": 5, "lumo_ev": [-3.927, -5.318], "de_lowest_kj_mol": 45.4, "orbital_gap_ev": [7.1, 5.7], "homo_energy_ev": [-10.99, -11.02], "total_charge": 1}

(5)
{"formula": "C6H16N2O2P", "method": "ωB97M-V/def2-TZVPD", "species": ["C", "C", "O", "N", "C", "C", "N", "C", "P", "O", "C", "H", "H", "H", "H", "H", "H", "H", "H", "H", "H", "H", "H", "H", "H", "H", "H"], "positions_angstrom": [[2.995, -0.192, 0.797], [2.428, -0.057, -0.606], [1.004, -0.370, -0.668], [0.175, 0.754, -0.773], [-0.031, 1.426, 0.560], [-1.033, 0.680, 1.435], [-2.248, 0.311, 0.753], [-2.040, -0.405, -0.481], [-1.605, -2.183, -0.087], [-1.682, -2.497, 1.345], [-1.107, 0.330, -1.438], [2.452, -0.976, 1.322], [4.032, -0.510, 0.734], [2.941, 0.731, 1.367], [2.593, 0.934, -1.035], [2.882, -0.779, -1.280], [0.618, 1.431, -1.398], [-0.351, 2.446, 0.348], [0.943, 1.452, 1.035], [-0.578, -0.207, 1.876], [-1.282, 1.347, 2.258], [-2.877, 1.092, 0.629], [-3.001, -0.478, -0.992], [-0.356, -2.400, -0.684], [-2.468, -2.897, -0.932], [-0.827, -0.243, -2.320], [-1.576, 1.260, -1.764]], "lowdin_charge": [-0.049, -0.173, -0.109, -0.086, -0.046, -0.173, -0.047, -0.411, 0.739, -0.389, -0.064, 0.095, 0.091, 0.073, 0.129, 0.132, 0.187, 0.146, 0.116, 0.120, 0.141, 0.130, 0.130, 0.009, 0.019, 0.143, 0.146], "lumo_ev": -3.284, "de_lowest_kj_mol": 112.7, "orbital_gap_ev": 9.9, "homo_energy_ev": -13.14, "smiles": "CCO[N@@H+]1CCN[C@H]([PH2]=O)C1", "total_charge": 1}

(6)
{"formula": "C29H60NO20S", "method": "ωB97M-V/def2-TZVPD", "species": ["C", "C", "C", "C", "N", "S", "C", "O", "O", "H", "H", "H", "H", "H", "H", "H", "H", "H", "H", "H", "H", "C", "C", "O", "C", "O", "O", "C", "H", "H", "H", "H", "H", "H", "H", "H", "C", "C", "O", "C", "O", "O", "C", "H", "H", "H", "H", "H", "H", "H", "H", "C", "C", "O", "C", "O", "O", "C", "H", "H", "H", "H", "H", "H", "H", "H", "C", "C", "O", "C", "O", "O", "C", "H", "H", "H", "H", "H", "H", "H", "H", "C", "C", "O", "C", "O", "O", "C", "H", "H", "H", "H", "H", "H", "H", "H", "C", "C", "O", "C", "O", "O", "C", "H", "H", "H", "H", "H", "H", "H", "H"], "positions_angstrom": [[0.639, -1.244, 3.047], [0.514, -1.065, 1.416], [0.377, -2.575, 0.782], [1.877, -0.254, 0.927], [1.657, 1.219, 0.668], [2.362, 2.232, 1.902], [1.222, 2.576, 3.372], [3.749, 1.779, 2.416], [2.596, 3.639, 1.226], [1.619, -1.861, 3.262], [-0.341, -1.820, 3.390], [0.708, -0.172, 3.524], [-0.393, -0.408, 1.068], [0.284, -2.577, -0.389], [1.249, -3.254, 1.166], [-0.630, -3.035, 1.223], [2.160, -0.736, -0.128], [2.766, -0.510, 1.642], [0.229, 1.954, 3.360], [1.773, 2.436, 4.422], [0.905, 3.726, 3.334], [-4.831, -6.685, 1.643], [-4.961, -5.175, 1.535], [-3.879, -4.625, 0.774], [-3.985, -4.750, -0.572], [-4.909, -5.275, -1.175], [-2.872, -4.216, -1.135], [-2.813, -4.364, -2.551], [-3.845, -6.959, 2.032], [-5.600, -7.092, 2.306], [-4.931, -7.163, 0.665], [-4.902, -4.733, 2.535], [-5.927, -4.881, 1.109], [-3.722, -3.985, -3.030], [-2.650, -5.415, -2.809], [-1.964, -3.781, -2.919], [3.631, -7.463, -1.948], [3.555, -7.583, -0.436], [4.678, -6.944, 0.182], [4.612, -5.593, 0.268], [3.690, -4.892, -0.124], [5.759, -5.148, 0.839], [5.858, -3.728, 0.906], [4.595, -7.831, -2.315], [2.828, -8.035, -2.422], [3.547, -6.421, -2.268], [3.596, -8.641, -0.153], [2.613, -7.182, -0.044], [4.977, -3.289, 1.387], [5.994, -3.317, -0.100], [6.737, -3.476, 1.505], [3.689, 6.150, 0.223], [4.323, 6.587, -1.086], [3.507, 7.562, -1.746], [3.593, 8.825, -1.261], [4.299, 9.193, -0.333], [2.738, 9.608, -1.965], [2.664, 10.951, -1.495], [2.660, 5.814, 0.060], [4.261, 5.336, 0.677], [3.642, 6.978, 0.937], [4.395, 5.726, -1.759], [5.340, 6.966, -0.937], [3.657, 11.406, -1.429], [2.161, 10.977, -0.523], [2.069, 11.529, -2.208], [-9.678, -5.121, 5.781], [-9.747, -5.945, 4.507], [-8.624, -6.831, 4.413], [-8.698, -7.955, 5.166], [-9.626, -8.271, 5.898], [-7.551, -8.657, 4.992], [-7.460, -9.826, 5.803], [-8.715, -4.607, 5.856], [-10.480, -4.378, 5.804], [-9.770, -5.754, 6.668], [-9.698, -5.278, 3.640], [-10.689, -6.501, 4.434], [-8.340, -10.465, 5.682], [-7.330, -9.541, 6.852], [-6.579, -10.391, 5.486], [2.842, -5.144, -8.328], [2.212, -4.858, -6.976], [3.102, -5.219, -5.913], [4.099, -4.336, -5.657], [4.291, -3.279, -6.240], [4.865, -4.842, -4.658], [6.009, -4.049, -4.350], [3.181, -6.184, -8.382], [2.126, -4.962, -9.134], [3.719, -4.515, -8.498], [1.312, -5.471, -6.857], [1.902, -3.810, -6.887], [5.731, -3.009, -4.151], [6.732, -4.106, -5.169], [6.473, -4.458, -3.449], [-0.354, 17.161, -0.988], [-0.375, 16.025, -1.995], [0.159, 14.826, -1.420], [-0.680, 14.142, -0.604], [-1.830, 14.455, -0.330], [-0.014, 13.065, -0.119], [-0.758, 12.305, 0.829], [0.651, 17.290, -0.573], [-0.668, 18.099, -1.456], [-1.021, 16.957, -0.146], [0.267, 16.282, -2.845], [-1.382, 15.853, -2.392], [-1.738, 12.022, 0.433], [-0.866, 12.874, 1.758], [-0.198, 11.391, 1.046]], "lowdin_charge": [-0.126, -0.390, -0.134, -0.355, -0.262, 0.621, -0.228, -0.483, -0.500, 0.083, 0.075, 0.055, 0.125, 0.074, 0.071, 0.072, 0.103, 0.092, 0.045, 0.072, 0.066, -0.066, -0.219, 0.023, -0.548, 0.098, -0.007, -0.052, 0.083, 0.073, 0.074, 0.124, 0.123, 0.095, 0.097, 0.096, -0.068, -0.221, 0.018, -0.550, 0.108, -0.013, -0.044, 0.081, 0.079, 0.071, 0.119, 0.125, 0.100, 0.097, 0.094, -0.081, -0.215, 0.022, -0.552, 0.098, -0.011, -0.056, 0.074, 0.075, 0.073, 0.125, 0.118, 0.096, 0.088, 0.092, -0.070, -0.219, 0.019, -0.549, 0.104, -0.010, -0.053, 0.083, 0.080, 0.074, 0.124, 0.124, 0.096, 0.099, 0.094, -0.073, -0.220, 0.020, -0.547, 0.108, -0.014, -0.048, 0.080, 0.078, 0.074, 0.122, 0.126, 0.102, 0.097, 0.092, -0.071, -0.221, 0.021, -0.548, 0.104, -0.016, -0.047, 0.082, 0.078, 0.074, 0.122, 0.124, 0.099, 0.100, 0.094], "lumo_ev": 1.785, "orbital_gap_ev": 5.8, "homo_energy_ev": -4.02, "total_charge": -1}

Please write out number 3 again, unchanged.
{"formula": "C4H14N3", "method": "ωB97M-V/def2-TZVPD", "species": ["C", "C", "C", "C", "N", "N", "N", "H", "H", "H", "H", "H", "H", "H", "H", "H", "H", "H", "H", "H", "H"], "positions_angstrom": [[1.845, 0.792, 0.343], [-1.308, -0.973, -1.007], [-0.401, -1.126, 1.236], [0.433, 0.682, -0.265], [0.519, 0.990, -1.604], [-0.636, 1.448, 0.578], [-0.155, -0.762, -0.128], [2.192, 1.880, 0.317], [1.961, 0.615, 1.406], [2.466, 0.111, -0.159], [-1.162, -0.587, -1.993], [-1.352, -2.023, -1.182], [-2.305, -0.502, -0.596], [-0.352, -2.193, 1.430], [0.245, -0.610, 1.875], [-1.336, -0.706, 1.435], [1.171, 1.782, -1.898], [-0.398, 1.393, -1.869], [-0.853, 2.316, 0.343], [-0.395, 1.475, 1.524], [0.645, -1.239, -0.562]], "lowdin_charge": [-0.001, -0.007, -0.006, -0.548, 0.094, 0.143, -0.144, 0.133, 0.080, 0.073, 0.081, 0.100, 0.161, 0.130, 0.077, 0.085, 0.156, 0.116, 0.026, 0.063, 0.187], "lumo_ev": -2.790, "de_lowest_kj_mol": 197.1, "orbital_gap_ev": 11.4, "homo_energy_ev": -14.23, "smiles": "C[NH+](C)C(C)(N)N", "total_charge": 1}